The following is a DFT calculation (ωB97M-V/def2-TZVPD) of a single C4H4N2O3 molecule.

Last column: Löwdin charge in e.
Element x y z (Å)
C (1.0593, -1.6418, 0.0282)  -0.17
C (1.2698, -0.3182, 0.0387)  0.09
C (-1.0566, -0.1260, -0.0478)  -0.04
C (-1.9800, 0.9864, -0.0198)  -0.02
N (-0.1277, -2.2266, -0.0199)  0.02
N (2.0452, 0.7891, 0.0034)  -0.46
O (3.2502, 0.5639, 0.0808)  0.07
O (1.5293, 1.8892, -0.1014)  0.06
O (-1.2100, -1.3689, -0.0593)  0.01
H (1.8486, -2.3812, 0.0588)  0.14
H (-2.2177, 1.2031, 1.0248)  0.11
H (-1.5028, 1.8720, -0.4376)  0.09
H (-2.9077, 0.7589, -0.5490)  0.10

Atoms 1-2, force components in eV/Å:
C -0.374 -0.142 -0.064
C -5.389 0.754 -0.069

The relative energy (zero: lowest compared OMol25 entry of this formula, charge and spin) comes out at 10.147 eV.

The following is a DFT calculation (ωB97M-V/def2-TZVPD) of 8 unconnected molecules or ions with the total composition C45H93FN4O10P.

Last column: Löwdin charge in e.
Element x y z (Å)
C (-1.7698, -0.9320, 3.9812)  -0.12
C (-2.8157, -1.6712, 2.9603)  -0.22
C (-3.9454, -0.6329, 2.2942)  -0.17
C (-3.2854, 0.1562, 1.0214)  -0.30
C (-4.0869, -0.3553, -0.3128)  -0.09
C (-3.0952, 1.7659, 1.1788)  -0.25
P (-1.4065, 2.0214, 0.2394)  0.81
N (-0.1429, 1.3810, 1.0883)  -0.18
O (-1.1629, 3.7215, -0.1488)  -0.21
O (-1.3726, 1.1325, -1.2991)  -0.24
C (-3.2179, 2.4531, 2.7010)  0.02
C (-2.1224, 2.6383, 3.8941)  -0.08
C (-1.9660, 4.2863, 4.1371)  -0.18
C (-1.5371, 4.6785, 5.6692)  -0.18
C (-2.5390, 4.1229, 6.8406)  -0.30
N (-2.2807, 4.8256, 8.1900)  -0.06
N (-4.5263, 2.8752, 2.8132)  -0.02
C (-5.3135, 3.5229, 3.9200)  -0.09
C (-6.0248, 2.2824, 4.7725)  -0.21
N (-7.5393, 2.5101, 4.9190)  -0.05
C (-5.3561, 2.6484, 1.5305)  -0.11
F (-6.1844, 1.4291, 1.4285)  -0.02
C (-4.0826, 2.8436, 0.4631)  -0.19
C (-4.3586, 2.8947, -1.1309)  -0.11
C (-4.8915, 4.4083, -1.6047)  -0.21
O (-3.9525, 5.4873, -1.2547)  -0.13
H (-2.2568, -0.0663, 4.5993)  0.06
H (-0.7988, -0.6414, 3.3968)  0.07
H (-1.4405, -1.7602, 4.7746)  0.10
H (-2.2540, -2.1831, 2.0708)  0.12
H (-3.4492, -2.4667, 3.5580)  0.12
H (-4.4865, 0.0293, 3.0873)  0.09
H (-4.7863, -1.3682, 1.8699)  0.13
H (-2.1811, -0.2895, 0.9149)  0.11
H (-3.7979, 0.1757, -1.3120)  0.06
H (-5.2544, -0.3383, -0.2174)  0.09
H (-3.7914, -1.5032, -0.4579)  0.12
H (-0.4938, 0.9903, 1.9891)  -0.04
H (-0.7490, 3.6790, -1.0825)  0.11
H (-1.0289, 0.2020, -1.0537)  0.10
H (-2.4610, 2.1263, 4.8942)  0.11
H (-1.0407, 2.2616, 3.6644)  0.12
H (-2.8925, 4.8922, 3.7366)  0.11
H (-1.0525, 4.6191, 3.4439)  0.13
H (-1.5414, 5.8678, 5.7633)  0.13
H (-0.4416, 4.3226, 5.8989)  0.13
H (-3.6822, 4.2621, 6.6303)  0.09
H (-2.3629, 2.9648, 6.9916)  0.12
H (-2.6563, 5.8047, 8.0123)  0.08
H (-3.0209, 4.3959, 8.8191)  0.08
H (-4.6919, 4.1310, 4.7016)  0.11
H (-6.1965, 4.1790, 3.4984)  0.15
H (-5.8966, 1.2342, 4.2527)  0.11
H (-5.6095, 2.1745, 5.8665)  0.12
H (-8.0673, 1.6528, 4.6004)  0.08
H (-7.7787, 2.6562, 5.9364)  0.08
H (-6.0446, 3.6004, 1.3940)  0.18
H (-3.6267, 3.8991, 0.7895)  0.16
H (-5.2037, 2.1177, -1.4336)  0.14
H (-3.4066, 2.6887, -1.7784)  0.12
H (-5.0615, 4.4634, -2.7700)  0.14
H (-5.8916, 4.6152, -1.0166)  0.12
H (-4.4054, 6.0627, -0.5669)  0.11
C (-3.0094, -2.1854, -5.3384)  -0.18
C (-4.4213, -2.6576, -5.1055)  -0.17
C (-4.6585, -2.2500, -3.6677)  -0.20
O (-3.8697, -1.0754, -3.4326)  -0.18
C (-2.9671, -0.9045, -4.5341)  -0.20
H (-2.7646, -2.0348, -6.3929)  0.12
H (-2.3015, -2.9118, -4.9219)  0.11
H (-5.1076, -2.1145, -5.7658)  0.12
H (-4.5604, -3.7285, -5.2739)  0.11
H (-4.3182, -3.0256, -2.9734)  0.12
H (-5.7108, -2.0342, -3.4613)  0.12
H (-3.3200, -0.0529, -5.1259)  0.12
H (-1.9656, -0.6774, -4.1585)  0.12
C (4.7724, 2.6208, 2.4340)  -0.18
C (3.6111, 3.0719, 1.5864)  -0.18
C (2.4252, 2.5687, 2.3802)  -0.24
O (2.8124, 2.5832, 3.7611)  -0.15
C (4.2288, 2.7962, 3.8351)  -0.20
H (5.6905, 3.1873, 2.2590)  0.11
H (4.9811, 1.5612, 2.2440)  0.12
H (3.5907, 4.1670, 1.5380)  0.12
H (3.6357, 2.6848, 0.5646)  0.11
H (2.1777, 1.5357, 2.1134)  0.09
H (1.5344, 3.1880, 2.2411)  0.09
H (4.3946, 3.8158, 4.1999)  0.12
H (4.6706, 2.0944, 4.5478)  0.10
C (-0.8936, -6.2738, -7.4506)  -0.18
C (0.2181, -5.4730, -8.0779)  -0.18
C (-0.0918, -4.0715, -7.5991)  -0.20
O (-0.7294, -4.1999, -6.3208)  -0.16
C (-1.0728, -5.5778, -6.1191)  -0.20
H (-0.6653, -7.3377, -7.3481)  0.12
H (-1.8064, -6.1746, -8.0500)  0.11
H (1.1838, -5.8005, -7.6751)  0.12
H (0.2572, -5.5529, -9.1672)  0.12
H (-0.7925, -3.5671, -8.2728)  0.12
H (0.8056, -3.4535, -7.5024)  0.12
H (-0.3913, -5.9848, -5.3641)  0.12
H (-2.0963, -5.6514, -5.7412)  0.11
C (-4.8856, -8.3183, -7.3165)  -0.18
C (-4.8648, -9.3170, -6.1883)  -0.18
C (-4.5786, -8.4369, -4.9912)  -0.21
O (-5.1498, -7.1519, -5.2735)  -0.15
C (-5.5179, -7.1111, -6.6591)  -0.21
H (-5.4351, -8.6610, -8.1969)  0.12
H (-3.8593, -8.0826, -7.6225)  0.11
H (-5.8535, -9.7794, -6.0842)  0.12
H (-4.1272, -10.1129, -6.3189)  0.12
H (-3.5017, -8.2995, -4.8473)  0.11
H (-5.0063, -8.8348, -4.0665)  0.12
H (-6.6110, -7.1559, -6.7157)  0.12
H (-5.1838, -6.1688, -7.1019)  0.11
C (7.1745, 1.6788, 8.4402)  -0.18
C (7.6958, 2.6516, 7.4142)  -0.18
C (7.3995, 1.9323, 6.1164)  -0.21
O (6.2267, 1.1373, 6.3395)  -0.15
C (5.9549, 1.1113, 7.7476)  -0.21
H (6.9419, 2.1390, 9.4039)  0.12
H (7.9124, 0.8852, 8.6077)  0.12
H (7.1225, 3.5849, 7.4634)  0.12
H (8.7546, 2.8938, 7.5357)  0.12
H (8.2152, 1.2549, 5.8421)  0.12
H (7.2242, 2.6218, 5.2855)  0.11
H (5.0711, 1.7328, 7.9285)  0.12
H (5.7320, 0.0878, 8.0613)  0.12
C (8.3293, 2.3054, -1.5831)  -0.18
C (8.9892, 1.2375, -0.7495)  -0.18
C (8.6427, 1.6744, 0.6572)  -0.20
O (7.3781, 2.3472, 0.5844)  -0.16
C (7.0689, 2.5884, -0.7952)  -0.20
H (8.1285, 1.9980, -2.6125)  0.11
H (8.9626, 3.2002, -1.6091)  0.12
H (8.5303, 0.2648, -0.9622)  0.09
H (10.0658, 1.1517, -0.9166)  0.12
H (9.3785, 2.3870, 1.0447)  0.12
H (8.5725, 0.8327, 1.3523)  0.12
H (6.2612, 1.9056, -1.0807)  0.11
H (6.7175, 3.6163, -0.9202)  0.12
C (7.6569, -2.4783, -4.1437)  -0.18
C (6.2458, -1.9919, -4.3508)  -0.18
C (5.9497, -1.3087, -3.0335)  -0.20
O (7.1962, -0.7995, -2.5394)  -0.17
C (8.2597, -1.3604, -3.3214)  -0.21
H (8.1992, -2.6630, -5.0745)  0.12
H (7.6476, -3.4074, -3.5615)  0.12
H (6.2222, -1.2587, -5.1656)  0.12
H (5.5361, -2.7888, -4.5871)  0.12
H (5.5628, -2.0191, -2.2953)  0.12
H (5.2328, -0.4892, -3.1382)  0.12
H (8.6572, -0.5662, -3.9629)  0.12
H (9.0589, -1.7085, -2.6613)  0.12

Atoms 1-2, force components in eV/Å:
C 0.212 -1.598 0.200
C -1.173 0.828 0.415

Its total charge is +1. As for the energy: -3182.401071 hartree.

The following is a DFT calculation (ωB97M-V/def2-TZVPD) of 2 unconnected molecules or ions with the total composition C4H9O5PS.

Last column: Löwdin charge in e.
Element x y z (Å)
O (-1.8310, 1.3195, -1.0564)  -0.11
C (-1.3964, 0.6097, -2.1001)  -0.20
C (0.1557, 0.4551, -2.6056)  -0.46
P (1.2605, 1.9911, -2.2810)  0.73
H (-2.2198, -0.0174, -2.6949)  0.14
H (0.7193, -0.4633, -2.0939)  0.10
H (0.0984, 0.1720, -3.7638)  0.09
H (1.9457, 2.4256, -3.4911)  -0.12
H (2.3611, 1.5504, -1.4141)  -0.10
C (-0.7527, -0.0654, 1.2952)  -0.19
C (-1.0268, -0.7993, 2.6051)  -0.17
O (-0.0293, -1.8153, 2.6794)  -0.19
S (1.3302, -1.2771, 1.9566)  0.67
O (2.2161, -0.7711, 2.9814)  -0.24
O (1.7405, -2.2511, 0.9720)  -0.24
O (0.6682, -0.0039, 1.1828)  -0.21
H (-1.1380, -0.6291, 0.4395)  0.12
H (-1.1795, 0.9411, 1.2887)  0.13
H (-2.0270, -1.2379, 2.6354)  0.14
H (-0.8953, -0.1336, 3.4648)  0.13

Atoms 1-2, force components in eV/Å:
O 2.910 -4.049 -6.295
C -1.668 2.410 4.194

The SMILES is O=S1(=O)OCCO1.O=CCP. The relative energy (zero: lowest compared OMol25 entry of this formula, charge and spin) comes out at 3.068 eV.